18
Properties=species:S:1:pos:R:3:forces:R:3:lowdin_charge:R:1 method="wB97M-V/def2-TZVPD" gap_ev=10.11 energy_ev=-9910.6530 e_homo_ev=-9.34 mol_weight_g_mol=105.14 relative_energy_kcal_mol=36.6
C 0.5618 0.2381 -0.3712 2.2 1.7 -3.7 -0.15
C 0.9868 0.6585 0.9683 -0.1 0.4 2.3 -0.17
C 0.4557 -0.2452 2.0660 -2.1 -2.1 1.4 -0.49
O 0.2775 0.0286 3.2548 0.6 0.8 -1.4 0.02
N 0.0555 -1.5135 1.6298 0.8 0.8 -1.1 -0.03
C -0.8491 -2.3608 2.4460 0.5 3.4 1.0 -0.06
H -0.4557 0.2046 -0.5848 -2.0 -0.3 0.4 0.06
H 1.0196 -0.6674 -0.7099 0.2 -0.8 -0.1 0.06
H 0.8988 0.9448 -1.2414 -0.2 -0.7 1.8 0.12
H 2.0654 0.5209 1.1754 -0.2 1.0 -0.6 0.14
H 0.5505 1.6573 1.2205 1.0 -0.6 -0.1 0.14
H 0.4293 -1.7306 0.6801 -1.2 -0.4 1.5 0.12
H -1.9249 -2.1730 2.1579 1.1 -0.3 0.6 0.10
H -0.5600 -3.3452 2.3614 0.3 -2.3 -0.4 0.04
H -0.5820 -2.0345 3.5211 -1.0 -0.5 -1.6 0.11
O -0.5615 3.1333 -6.0546 -1.3 -0.8 0.1 -0.05
H -1.4644 2.7678 -6.0714 0.6 -1.2 0.6 0.04
H -0.9035 3.9162 -6.4481 0.8 2.1 -0.7 0.01